# C24H50F6NO24S2Tl

A molecular structure, C24H50F6NO24S2Tl (the ωB97M-V functional and the def2-TZVPD basis, the OMol25 dataset).

Properties
HOMO energy (eV): -8.38

The geometry in ORCA input format:
```
! RIJCOSX wB97M-V def2-TZVPD def2/J DEFGRID3
* xyz 0 1
Tl -2.8432 -4.2605 -1.6878
C -9.0119 1.7625 -1.2771
C -8.1624 0.7422 -0.8997
C -7.8620 0.5267 0.5990
O -6.9520 -0.2463 1.1270
C -8.5991 1.0556 1.6493
C -9.5455 2.0309 1.3086
C -9.6081 2.6095 -0.2195
O -10.2978 3.6619 -0.4366
O -10.2282 2.5013 2.2779
O -7.5221 0.1583 -1.8146
H -9.1279 1.9029 -2.3416
H -8.3543 0.8358 2.6780
C 0.5945 0.7133 1.9805
F 1.7653 0.7533 2.5790
F -0.1883 -0.1881 2.5464
F -0.0088 1.9349 2.1865
S 0.8469 0.4899 0.1136
O -0.5159 0.5365 -0.4906
O 1.8242 1.3964 -0.4514
N 1.3820 -1.1885 0.0744
S 2.9274 -1.1074 0.0716
O 3.4288 -1.2334 -1.2701
O 3.6250 -0.2263 1.0601
C 3.3056 -2.9107 0.8632
F 4.5825 -3.1459 0.6746
F 2.9219 -2.8420 2.1514
F 2.6245 -3.8458 0.2005
C 5.2090 4.0354 -5.4481
C 4.4642 5.3765 -5.7991
O 5.3755 6.3343 -6.3878
O 5.3914 3.1425 -6.5122
H 4.6730 3.4248 -4.7215
H 6.2235 4.1141 -5.0574
H 3.9929 5.9290 -4.9863
H 3.7418 5.1775 -6.5907
H 5.9463 6.7023 -5.7093
H 5.9636 3.6765 -7.0681
C -6.1664 6.9839 4.3149
C -5.3120 8.2016 4.4332
O -5.9946 9.4752 4.1982
O -6.8604 6.7485 5.5691
H -5.5819 6.0674 4.2335
H -6.7913 7.0008 3.4221
H -4.4773 8.1956 3.7322
H -4.7765 8.1039 5.3775
H -5.3632 10.1010 3.8359
H -6.2005 6.7337 6.2662
C 10.2075 -1.2547 3.6166
C 10.4326 0.2569 3.4393
O 10.0612 1.1070 4.4714
O 10.5680 -1.8328 4.8670
H 10.6632 -1.8255 2.8075
H 9.1546 -1.4949 3.4693
H 9.9081 0.5147 2.5192
H 11.4483 0.5539 3.1783
H 9.6756 1.8681 4.0313
H 10.4851 -1.1186 5.5031
C -1.0505 -2.1245 -7.1258
C 0.3090 -2.3853 -6.4097
O 0.4075 -3.7688 -5.9837
O -2.0982 -2.7419 -6.4804
H -0.9687 -2.5122 -8.1412
H -1.1095 -1.0380 -7.0614
H 0.4905 -1.7266 -5.5603
H 1.0914 -2.0008 -7.0640
H 0.5600 -4.1011 -6.8714
H -2.8781 -2.7332 -7.0400
C -0.2429 -7.8186 4.2397
C -1.0241 -6.5609 4.8162
O -1.7974 -5.8421 3.9203
O -1.0641 -8.8225 3.7320
H 0.3661 -8.1800 5.0683
H 0.3556 -7.3939 3.4338
H -0.3766 -6.0659 5.5400
H -1.6730 -7.1168 5.4929
H -2.4065 -5.2268 4.3351
H -0.5702 -9.6436 3.6732
C -4.2181 5.3459 -4.8345
C -3.1676 6.0479 -4.0784
O -3.2938 7.3767 -4.0682
O -4.2022 5.6808 -6.1984
H -5.2370 5.5723 -4.5204
H -4.1696 4.2729 -4.6491
H -2.1812 5.7110 -4.3971
H -3.3796 5.6273 -3.0954
H -3.1721 7.6088 -4.9917
H -4.5474 4.9774 -6.7531
C 10.7636 -4.6476 -4.0876
C 9.5153 -3.8809 -4.7003
O 9.6500 -2.4389 -4.3120
O 10.7724 -6.0674 -4.3657
H 10.9391 -4.3732 -3.0474
H 11.7456 -4.2873 -4.3940
H 8.5845 -4.3603 -4.3970
H 9.5651 -3.9086 -5.7888
H 8.8821 -2.0259 -4.7138
H 11.5275 -6.3487 -3.8439
C -6.8980 -4.1074 7.0135
C -7.2845 -4.6781 8.3317
O -6.2342 -5.2692 9.1854
O -5.9642 -3.0232 7.0454
H -7.7407 -3.6274 6.5161
H -6.4555 -4.8578 6.3584
H -7.9986 -5.4856 8.1699
H -7.7960 -3.9259 8.9322
H -5.3829 -5.1592 8.7555
H -6.0049 -2.6602 6.1576
*
```



# C24H51BGeN8NiSbSe

A molecular structure, C24H51BGeN8NiSbSe (the ωB97M-V functional and the def2-TZVPD basis, the OMol25 dataset).

Properties
HOMO energy (spin up / spin down) (eV): -10.40 / -10.40
Energy above the lowest of the compared OMol25 structures with the same formula, charge and spin (kJ/mol): 0.0

The geometry in ORCA input format:
```
! RIJCOSX wB97M-V def2-TZVPD def2/J DEFGRID3
* xyz 1 3
Ni -1.3026 1.2838 -0.2972
C 0.2993 1.2449 3.6467
C -0.1994 0.5404 2.5546
N -0.5840 1.3785 1.5946
N -0.3401 2.6270 2.0449
C 0.1914 2.5697 3.2721
B -0.6080 3.8679 1.1621
N 0.2055 3.7452 -0.1382
C 0.9527 4.6778 -0.7438
C 1.3333 4.2021 -1.9829
C 0.7654 2.9315 -2.0476
N 0.0793 2.6689 -0.9403
N -2.0950 3.8856 0.7514
C -3.0071 4.8625 0.8332
C -4.1329 4.4732 0.1326
C -3.8097 3.2124 -0.3634
N -2.5834 2.8645 0.0176
H 0.6797 0.8509 4.5714
H -0.2906 -0.5259 2.4301
H 0.4494 3.4752 3.7944
H -0.3143 4.8638 1.7473
H 1.1649 5.6101 -0.2490
H 1.9611 4.6834 -2.7103
H 0.8446 2.1875 -2.8242
H -2.7917 5.7641 1.3815
H -5.0470 5.0227 -0.0008
H -4.4000 2.5507 -0.9743
C 4.4273 -1.1115 2.4450
Ge 5.5351 -0.9002 0.8413
C 5.1357 -2.2914 -0.4843
C 7.4340 -0.9616 1.3085
C 5.1483 0.8771 0.0695
Se 3.2914 1.1492 -0.4769
C 3.5028 0.5307 -2.3093
H 4.3065 -2.1638 2.7020
H 3.4371 -0.6792 2.2940
H 4.8923 -0.6083 3.2926
H 5.2758 -3.2792 -0.0448
H 5.8060 -2.2069 -1.3401
H 4.1073 -2.2270 -0.8421
H 7.6825 -1.9138 1.7769
H 7.6880 -0.1649 2.0073
H 8.0569 -0.8486 0.4213
H 5.7615 1.0927 -0.8060
H 5.3595 1.6581 0.8005
H 3.9565 -0.4573 -2.3301
H 4.1173 1.2329 -2.8681
H 2.5194 0.4796 -2.7743
C 1.0788 -2.7680 -1.9873
C 0.5387 -2.6898 -0.5650
C 1.6731 -2.4888 0.4400
C -0.2383 -3.9587 -0.2292
N -0.4625 -1.5955 -0.4791
N -0.0074 -0.2999 -0.8996
H 1.6783 -3.6706 -2.1035
H 1.7271 -1.9223 -2.2267
H 0.2627 -2.8098 -2.7114
H 2.4095 -3.2889 0.3538
H 1.2899 -2.5028 1.4638
H 2.2018 -1.5455 0.2810
H 0.4371 -4.8122 -0.1727
H -0.9944 -4.1649 -0.9864
H -0.7339 -3.8660 0.7411
H -0.7047 -1.4897 0.5009
H 0.0404 -0.3386 -1.9142
H 0.9466 -0.1200 -0.5718
C -4.0701 -2.9351 1.6290
C -3.2518 -1.6514 1.6677
Sb -3.3811 -0.4964 -0.1360
C -5.4073 0.1663 0.1390
C -6.1752 0.3745 -1.1597
C -3.6932 -2.0161 -1.6090
C -3.3590 -1.5280 -3.0105
H -4.0615 -3.4346 2.5986
H -3.6765 -3.6363 0.8924
H -5.1129 -2.7414 1.3723
H -2.2074 -1.8672 1.8980
H -3.6017 -0.9836 2.4584
H -5.3768 1.0799 0.7340
H -5.9002 -0.5918 0.7508
H -5.6721 1.0652 -1.8414
H -7.1687 0.7797 -0.9643
H -6.3073 -0.5639 -1.6994
H -4.7271 -2.3560 -1.5383
H -3.0530 -2.8522 -1.3316
H -3.9845 -0.6840 -3.3071
H -3.5007 -2.3164 -3.7510
H -2.3171 -1.2042 -3.0707
*
```



# C24H51ClN9O7P2

7 unconnected molecules or ions with the total composition C24H51ClN9O7P2 (the ωB97M-V functional and the def2-TZVPD basis, the OMol25 dataset).

Properties
HOMO energy (spin up / spin down) (eV): 1.19 / -2.03

The geometry in ORCA input format:
```
! RIJCOSX wB97M-V def2-TZVPD def2/J DEFGRID3
* xyz -2 2
N 0.8729 -0.7873 -0.0018
H 0.7588 -1.6473 -0.5190
H 0.6072 -1.0366 0.9402
H 0.3053 0.0126 -0.2427
H 1.8396 -0.5601 -0.1864
Cl 4.1769 -0.4394 -0.5704
O 0.4771 -2.7934 -1.5328
H -0.3657 -3.2779 -1.4353
C -1.8145 0.2649 -3.3055
C -3.0103 0.6905 -2.7130
C -4.2197 0.5584 -3.3786
C -4.2852 -0.0351 -4.6498
C -3.0553 -0.4332 -5.2628
C -1.8583 -0.2331 -4.5846
N -5.5300 -0.1670 -5.4407
O -6.3658 0.7581 -5.2902
O -5.6820 -1.2086 -6.0919
H -0.8516 0.2408 -2.8169
H -2.9595 1.0281 -1.6884
H -5.1285 0.9657 -2.9606
H -3.0607 -1.0185 -6.1704
H -1.0096 -0.7446 -5.0141
C 1.7637 -1.8360 -4.3314
C 0.9015 -2.4609 -5.2456
C 1.3993 -2.9171 -6.4282
C 2.7070 -2.5243 -6.8690
C 3.5356 -1.7666 -5.9934
C 3.0622 -1.5219 -4.6871
N 3.1808 -2.9683 -8.2007
O 2.3532 -3.3494 -9.0876
O 4.4039 -2.8880 -8.4841
H 1.3926 -1.5286 -3.3649
H -0.1129 -2.7038 -4.9655
H 0.7312 -3.5245 -7.0207
H 4.4981 -1.4298 -6.3492
H 3.6963 -1.0385 -3.9586
O 0.6523 -1.0636 2.6894
P 0.8848 -1.8036 3.9726
N 0.6534 -3.4945 3.8957
C 0.0423 -4.0523 2.7028
C 0.9550 -4.4287 4.9817
N -0.2849 -1.3463 5.1841
C -0.5055 -2.1625 6.4126
C -0.6990 0.0266 5.3104
N 2.4625 -1.7326 4.6002
C 3.5783 -2.2375 3.7776
C 2.9913 -0.7832 5.6223
H 0.7375 -3.9762 1.8667
H -0.8300 -3.4487 2.4523
H -0.2348 -5.0896 2.8907
H 1.3517 -5.3665 4.5930
H 0.0537 -4.7836 5.4815
H 1.6958 -4.0086 5.6620
H 0.3691 -2.4766 6.9822
H -1.0338 -1.5556 7.1479
H -1.2025 -2.9809 6.2322
H -1.1237 0.3616 4.3641
H -1.4359 0.0892 6.1111
H 0.1041 0.7434 5.4819
H 3.2066 -2.9778 3.0692
H 3.9362 -1.4321 3.1364
H 4.4580 -2.6015 4.3085
H 3.8276 -1.1805 6.1975
H 2.2520 -0.5825 6.3977
H 3.4244 0.0420 5.0571
O -1.0864 1.2932 -0.0097
P -0.9602 2.8057 0.1827
N 0.6357 3.2939 0.5591
C 1.2380 4.5941 0.3468
C 1.3524 2.5173 1.5433
N -1.8125 3.4902 1.4997
C -2.0647 2.7145 2.6735
C -1.6954 4.9491 1.7556
N -1.4754 3.7570 -1.2119
C -0.6794 3.9256 -2.4614
C -2.8862 4.0044 -1.3703
H 0.7103 5.2003 -0.3895
H 2.1905 4.4580 -0.1653
H 1.2847 5.0713 1.3257
H 1.0257 2.8608 2.5249
H 2.4402 2.5834 1.5203
H 1.1118 1.4544 1.5618
H -3.1031 2.9004 2.9476
H -1.8673 1.6709 2.4283
H -1.5177 3.0324 3.5611
H -0.9578 5.1380 2.5356
H -1.5433 5.5124 0.8349
H -2.7222 5.2297 1.9902
H 0.3682 4.1472 -2.2576
H -0.8624 3.0643 -3.1039
H -0.9107 4.8384 -3.0103
H -3.2730 3.1192 -1.8750
H -3.0826 4.7706 -2.1202
H -3.4972 4.2270 -0.4955
*
```



# C24H51F2NO4SSi

3 unconnected molecules or ions with the total composition C24H51F2NO4SSi (the ωB97M-V functional and the def2-TZVPD basis, the OMol25 dataset).

Properties
HOMO energy (eV): -9.25

The geometry in ORCA input format:
```
! RIJCOSX wB97M-V def2-TZVPD def2/J DEFGRID3
* xyz 0 1
C -2.6357 -5.2573 -2.7522
C -3.1112 -4.6931 -4.0998
C -2.0696 -4.8029 -5.2249
C -1.2016 -3.5406 -5.4190
C 0.2716 -3.6918 -4.9854
C 0.8180 -2.5054 -4.1647
C 1.1612 -2.8886 -2.7262
C 1.5758 -1.6966 -1.8666
C 1.4019 -1.9458 -0.3593
C 2.4970 -1.3595 0.5447
C 2.1918 -0.0001 1.2008
Si 1.6625 1.4008 0.1013
C 2.9499 2.3725 -0.8488
C 4.1150 1.5321 -1.4182
C 5.4610 1.6494 -0.6801
S 5.2544 1.9624 1.1000
N 0.8400 2.6160 1.1983
C -0.3061 2.1417 1.8885
O -0.6319 2.4477 2.9755
F -1.0092 1.2281 1.1818
C 0.5751 3.8294 0.5343
O 1.2617 4.7761 0.4653
F -0.6485 3.8041 -0.0554
H -2.1379 -4.4898 -2.1554
H -1.9352 -6.0811 -2.8978
H -3.4761 -5.6212 -2.1600
H -3.3848 -3.6442 -3.9615
H -4.0206 -5.2154 -4.4022
H -1.4066 -5.6459 -5.0089
H -2.5711 -5.0441 -6.1632
H -1.6559 -2.7021 -4.8846
H -1.2229 -3.2699 -6.4765
H 0.3777 -4.5982 -4.3833
H 0.8911 -3.8092 -5.8754
H 0.0851 -1.6926 -4.1507
H 1.7186 -2.0989 -4.6337
H 0.3117 -3.4095 -2.2711
H 1.9876 -3.6066 -2.7712
H 2.6164 -1.4267 -2.0753
H 0.9717 -0.8367 -2.1717
H 0.4195 -1.5982 -0.0251
H 1.4104 -3.0295 -0.2099
H 3.4454 -1.3260 0.0006
H 2.6646 -2.0582 1.3682
H 3.0409 0.3060 1.8143
H 1.3653 -0.1574 1.9067
H 0.6570 0.9069 -0.8589
H 3.3113 3.2057 -0.2401
H 2.4120 2.8354 -1.6813
H 3.8445 0.4775 -1.5042
H 4.3027 1.8747 -2.4371
H 6.0128 0.7182 -0.7936
H 6.0633 2.4404 -1.1247
H 6.4693 1.5511 1.4784
C 0.1266 0.2306 5.2979
C 1.0508 -0.9000 4.8792
O 2.4308 -0.5932 4.9736
C 2.8993 -0.2572 6.2678
C 2.7250 -1.3622 7.2956
H 0.3664 1.1487 4.7633
H -0.9064 -0.0404 5.0761
H 0.1897 0.4397 6.3670
H 0.8937 -1.1330 3.8249
H 0.8169 -1.8134 5.4388
H 2.4287 0.6679 6.6197
H 3.9597 -0.0423 6.1329
H 1.6741 -1.5613 7.5096
H 3.2028 -1.0738 8.2326
H 3.1807 -2.2882 6.9423
C -5.6264 5.5891 -1.3227
C -6.3800 5.0122 -0.1361
O -6.0826 3.6541 0.1335
C -4.7301 3.3702 0.4462
C -4.2143 4.0835 1.6840
H -5.7803 4.9717 -2.2088
H -5.9858 6.5970 -1.5340
H -4.5536 5.6537 -1.1366
H -7.4515 5.0281 -0.3366
H -6.2132 5.6286 0.7550
H -4.0818 3.5845 -0.4117
H -4.7000 2.2917 0.6031
H -4.1621 5.1643 1.5447
H -3.2081 3.7326 1.9179
H -4.8595 3.8835 2.5404
*
```



# C24H51F9N3O9Sr

A molecular structure, C24H51F9N3O9Sr (the ωB97M-V functional and the def2-TZVPD basis, the OMol25 dataset).

Properties
HOMO energy (eV): -4.44

The geometry in ORCA input format:
```
! RIJCOSX wB97M-V def2-TZVPD def2/J DEFGRID3
* xyz -1 1
Sr -0.1611 0.1681 0.3174
C -2.9189 3.2252 0.2410
O -2.6634 4.1318 -0.8765
O -2.0150 2.2997 0.2047
C -3.0199 3.9733 1.5751
F -1.9591 4.7609 1.8566
F -4.1242 4.7711 1.6482
F -3.1272 3.1280 2.6194
C -3.2005 5.4387 -0.9245
C -4.6131 5.4441 -1.4612
H -5.2832 4.8219 -0.8553
H -5.0588 6.4438 -1.4763
H -4.7008 4.9779 -2.4443
H -2.5357 5.9448 -1.6340
H -3.0823 5.9814 0.0132
H -3.9282 2.7820 0.0398
C 0.3604 0.8133 -3.1343
O 0.6674 2.0268 -3.8444
O -0.4703 1.0891 -2.1345
C -0.2807 -0.1295 -4.1810
F -1.1155 -1.0520 -3.6516
F -1.0371 0.5186 -5.0701
F 0.6287 -0.8427 -4.8961
C 1.9103 2.0343 -4.4735
C 2.0331 3.3053 -5.2919
H 1.1376 3.5939 -5.8344
H 2.2709 4.1138 -4.5904
H 2.8920 3.2721 -5.9687
H 2.0648 1.1420 -5.1033
H 2.7288 1.9639 -3.7374
H 1.2895 0.4148 -2.6819
C 2.8903 -2.0909 -0.3236
O 3.1621 -2.2323 1.1098
O 1.7382 -1.5392 -0.5105
C 4.0373 -1.3096 -1.0137
F 4.5564 -0.3680 -0.1581
F 5.0677 -2.0806 -1.3973
F 3.6169 -0.6287 -2.0712
C 4.2462 -3.0498 1.4332
C 5.0696 -2.4554 2.5747
H 5.7893 -3.1748 2.9668
H 5.5792 -1.5280 2.3064
H 4.3793 -2.2017 3.3867
H 4.9196 -3.3778 0.6369
H 3.8662 -4.0048 1.8400
H 2.9397 -3.1363 -0.7144
C -3.4921 -3.0756 -0.5421
C -2.0419 -3.3390 -0.8875
C -1.8789 -4.0929 -2.1889
O -2.5582 -5.3509 -2.1172
C -2.3357 -6.1529 -3.2457
N -1.1839 -2.1356 -0.8538
H -3.9730 -2.4147 -1.2683
H -3.5441 -2.5796 0.4287
H -4.0397 -4.0160 -0.4988
H -1.6727 -4.0185 -0.1049
H -0.8362 -4.3093 -2.4673
H -2.2576 -3.4991 -3.0392
H -1.2786 -6.1928 -3.5313
H -2.9362 -5.8407 -4.1083
H -2.6643 -7.1516 -2.9515
H -1.1783 -1.7652 -1.8010
H -0.2291 -2.4873 -0.7277
C 3.8992 2.3908 1.9076
C 2.5151 1.8152 1.7177
C 1.4421 2.4913 2.5353
O 0.2455 1.7754 2.4998
C -0.5524 2.0441 3.6161
N 2.1625 1.7483 0.2363
H 4.3363 2.3445 2.9073
H 3.9449 3.4176 1.5266
H 4.6122 1.8325 1.2922
H 2.4907 0.7759 2.0818
H 1.3020 3.4956 2.0623
H 1.7207 2.8440 3.5364
H -1.4910 1.5028 3.5694
H -0.8764 3.0884 3.6443
H -0.0223 1.7785 4.5406
H 2.1532 2.7628 0.1251
H 3.0215 1.3246 -0.1009
C 0.2438 -3.0434 3.8216
C -0.3495 -2.2132 2.6878
C -1.6114 -1.4184 2.9820
O -1.9739 -0.7192 1.8012
C -3.2407 -0.1150 1.9517
N 0.7175 -1.1886 2.4066
H 0.3358 -2.4560 4.7363
H 1.2377 -3.3490 3.5006
H -0.3408 -3.9406 4.0528
H -0.5156 -2.7244 1.7369
H -1.3230 -0.7278 3.7875
H -2.4306 -2.0723 3.3005
H -3.5982 0.2958 1.0073
H -3.2132 0.7399 2.6274
H -3.9991 -0.8476 2.2557
H 1.5098 -1.6739 1.9672
H 1.2020 -0.9358 3.2683
*
```



no.,largest force on an atom (eV Å⁻¹),calculated total energy (eV)
1,6.02,-118978.411
2,0.23,-207752.670
3,3.86,-84554.285
4,1.06,-59543.418
5,3.02,-73909.133